Molecular formula: C5H10N2O
Method: DFT, wB97M-V/def2-TZVPD

Positions of all 18 atoms, in Å:
1 N -0.142 1.977 0.129
2 C -1.199 0.976 -0.054
3 C -1.082 -0.042 1.214
4 C 0.286 -0.515 1.136
5 C 0.564 -1.603 0.015
6 C 1.101 -1.229 -1.296
7 N 1.429 0.129 -1.476
8 O 1.429 -1.968 -2.203
9 H -0.441 2.901 0.473
10 H -2.202 1.343 -0.061
11 H -1.166 0.246 -0.881
12 H -1.366 0.597 2.088
13 H -1.801 -0.909 1.138
14 H 0.698 -0.945 2.016
15 H 0.915 0.338 0.853
16 H 0.406 -2.647 0.153
17 H 1.402 0.490 -2.488
18 H 1.169 0.860 -0.755

Output
Calculated total energy: -10369.052 eV
Molecular weight: 114.15 g mol⁻¹